Formula: C5H23B2Cl2CoCrN5O18
Source: the Open Molecules 2025 dataset
Level of theory: the ωB97M-V functional and the def2-TZVPD basis

Structure (XYZ):
```
57
C5H23B2Cl2CoCrN5O18, DFT the ωB97M-V functional and the def2-TZVPD basis
Cr -1.484 1.180 1.213
Co 0.639 -2.310 0.235
Cl 2.850 -2.350 -2.817
O 2.148 -2.043 -4.036
O 3.829 -1.349 -2.506
O 1.872 -2.416 -1.776
O 3.567 -3.631 -2.985
Cl -1.777 -4.476 0.354
O -2.390 -3.435 1.118
O -0.914 -5.178 1.299
O -2.738 -5.231 -0.328
O -0.931 -3.846 -0.649
B -0.244 -0.407 -0.057
H -0.285 -1.156 -0.833
H -0.715 0.518 -0.350
H -0.800 -0.794 0.783
H 0.765 -0.302 0.310
B -3.356 0.172 1.794
H -4.194 0.836 1.941
H -2.612 0.473 2.515
H -3.660 -0.846 1.984
H -3.029 0.269 0.770
C -0.493 -3.580 4.422
N -0.464 -2.521 3.376
O 0.371 -2.608 2.481
O -1.270 -1.599 3.432
H 0.303 -3.400 5.144
H -0.281 -4.539 3.948
H -1.457 -3.708 4.914
C -4.178 3.331 -1.609
N -2.860 2.689 -1.456
O -2.494 2.336 -0.383
O -2.145 2.623 -2.408
H -4.951 2.618 -1.321
H -4.255 3.629 -2.655
H -4.124 4.104 -0.842
C 0.832 4.963 -0.283
N 0.768 3.685 0.617
O -0.067 2.909 0.331
O 1.442 3.537 1.625
H 0.344 4.858 -1.252
H 1.892 5.154 -0.453
H 0.434 5.765 0.338
C 4.224 -0.015 1.352
N 3.754 -1.364 1.021
O 4.587 -2.175 0.661
O 2.570 -1.626 1.160
H 4.146 0.165 2.424
H 3.639 0.758 0.852
H 5.267 0.051 1.042
C 0.785 1.009 -3.849
N 1.596 1.982 -3.009
O 2.481 1.596 -2.325
O 1.422 3.120 -3.241
H -0.040 1.595 -4.254
H 0.234 0.369 -3.159
H 1.445 0.612 -4.620
```

Calculated values
**Frontier orbital gap (spin up / spin down)**: 7.200 / 7.073 eV
**Maximum force**: 0.09387 hartree/bohr
**Multiplicity**: 8
**LUMO (spin up / spin down)**: -1.70 / -1.83 eV
**E_HOMO (spin up / spin down)**: -8.90 / -8.90 eV
**Total energy**: -142273.0760 eV